{
  "formula": "C8H8ClF3N3",
  "method": "the ωB97M-V functional and the def2-TZVPD basis",
  "elements": ["C", "C", "C", "C", "C", "C", "C", "C", "N", "N", "N", "F", "F", "F", "Cl", "H", "H", "H", "H", "H", "H", "H", "H"],
  "coordinates": [[1.056, 0.554, 0.729], [1.614, -1.153, -0.777], [2.031, -0.092, -0.011], [-0.256, 0.159, 0.731], [-1.373, 0.927, 1.474], [-1.959, -0.988, -0.590], [-2.259, -1.858, -1.572], [3.475, 0.293, -0.001], [0.310, -1.374, -0.960], [-0.604, -0.729, -0.260], [-2.306, 1.496, 0.456], [3.873, 0.601, -1.147], [3.645, 1.247, 0.873], [4.215, -0.719, 0.299], [-1.584, 2.836, -0.387], [1.323, 1.328, 1.394], [2.238, -1.655, -1.566], [-1.934, 0.442, 2.278], [-0.833, 1.688, 1.970], [-2.568, -0.560, 0.156], [-3.300, -2.079, -1.724], [-3.047, 1.989, 1.032], [-1.758, -2.352, -2.397]],
  "forces_ev_per_angstrom": [[0.8, -0.6, 0.5], [-1.1, -0.1, -2.3], [-1.1, -0.1, 0.6], [-2.0, -0.4, -1.4], [0.6, 0.0, -1.4], [0.7, -2.6, -1.2], [-1.3, 0.8, 0.2], [-1.7, -0.8, 1.9], [0.0, -0.3, 0.0], [2.2, 0.4, 0.7], [-1.0, 1.2, 2.0], [0.9, 2.5, -4.6], [0.6, 1.5, 1.0], [1.3, -2.7, 1.9], [0.3, -0.2, 0.0], [0.4, 0.9, 0.6], [-0.4, 0.2, 1.4], [0.0, -0.6, -0.5], [0.5, 1.1, 0.7], [-1.1, -0.1, -0.1], [-0.6, 0.2, 0.5], [0.8, -0.9, -1.0], [1.1, 0.4, 0.6]],
  "smiles": "C=C[n+]1ncc(C(F)(F)F)cc1CNCl",
  "charge": 1,
  "relative_energy_kj_mol": 72.5,
  "multiplicity": 1
}

{
  "formula": "C50H48ClNO30Si",
  "method": "the ωB97M-V functional and the def2-TZVPD basis",
  "elements": ["C", "Si", "C", "C", "O", "C", "C", "N", "C", "C", "O", "C", "Cl", "H", "H", "H", "H", "H", "H", "H", "H", "H", "H", "H", "H", "H", "H", "H", "H", "H", "H", "H", "H", "C", "C", "C", "O", "C", "C", "C", "O", "O", "O", "H", "H", "H", "H", "C", "C", "C", "O", "C", "C", "C", "O", "O", "O", "H", "H", "H", "H", "C", "C", "C", "O", "C", "C", "C", "O", "O", "O", "H", "H", "H", "H", "C", "C", "C", "O", "C", "C", "C", "O", "O", "O", "H", "H", "H", "H", "C", "C", "C", "O", "C", "C", "C", "O", "O", "O", "H", "H", "H", "H", "C", "C", "C", "O", "C", "C", "C", "O", "O", "O", "H", "H", "H", "H", "C", "C", "C", "O", "C", "C", "C", "O", "O", "O", "H", "H", "H", "H"],
  "coordinates": [[-4.428, 0.044, 1.013], [-3.239, 0.810, -0.222], [-2.310, 2.202, 0.661], [-4.206, 1.617, -1.623], [-2.232, -0.289, -0.961], [-1.574, -1.231, -0.115], [-0.147, -0.801, 0.252], [-0.072, -0.445, 1.675], [0.811, 0.672, 1.962], [0.458, 1.241, 3.330], [1.541, 2.011, 3.840], [1.216, 3.314, 4.125], [1.098, 4.334, 2.634], [-5.413, 0.505, 0.938], [-4.066, 0.267, 2.022], [-4.520, -1.042, 0.943], [-1.232, 2.059, 0.563], [-2.618, 2.268, 1.707], [-2.548, 3.175, 0.225], [-3.665, 1.433, -2.555], [-5.179, 1.130, -1.698], [-4.287, 2.695, -1.492], [-2.154, -1.515, 0.770], [-1.474, -2.146, -0.705], [0.177, 0.013, -0.400], [0.504, -1.666, 0.102], [-0.993, -0.282, 2.064], [0.745, 1.483, 1.222], [1.857, 0.356, 1.999], [-0.466, 1.825, 3.279], [0.267, 0.388, 3.990], [0.271, 3.403, 4.661], [2.023, 3.735, 4.716], [3.347, 1.747, -2.518], [3.531, 2.848, -3.270], [2.639, 3.151, -4.453], [2.849, 4.171, -5.085], [1.586, 2.211, -4.785], [1.410, 1.116, -4.032], [2.281, 0.825, -2.838], [2.039, -0.186, -2.202], [0.471, 0.214, -4.272], [4.487, 3.733, -3.042], [3.966, 1.500, -1.666], [0.966, 2.431, -5.643], [0.564, -0.466, -3.575], [4.373, 4.407, -3.742], [-3.506, 7.020, 0.583], [-3.277, 8.080, -0.204], [-4.095, 8.348, -1.444], [-3.828, 9.345, -2.088], [-5.141, 7.408, -1.797], [-5.367, 6.346, -1.012], [-4.567, 6.094, 0.241], [-4.854, 5.112, 0.902], [-6.302, 5.440, -1.267], [-2.327, 8.972, 0.037], [-2.927, 6.820, 1.474], [-5.710, 7.599, -2.696], [-6.250, 4.787, -0.541], [-2.384, 9.629, -0.684], [0.116, -3.717, 3.381], [-1.036, -4.221, 3.848], [-1.095, -5.559, 4.543], [-2.175, -5.939, 4.958], [0.133, -6.321, 4.679], [1.282, -5.817, 4.207], [1.345, -4.468, 3.535], [2.436, -4.084, 3.154], [2.444, -6.451, 4.290], [-2.192, -3.580, 3.733], [0.167, -2.756, 2.883], [0.079, -7.285, 5.164], [3.101, -5.858, 3.874], [-2.878, -4.146, 4.147], [8.578, 3.178, -1.982], [7.470, 2.649, -1.442], [7.502, 1.361, -0.656], [6.449, 0.963, -0.191], [8.767, 0.672, -0.506], [9.873, 1.202, -1.049], [9.846, 2.502, -1.814], [10.905, 2.912, -2.255], [11.068, 0.636, -0.960], [6.272, 3.197, -1.551], [8.566, 4.100, -2.546], [8.777, -0.258, 0.044], [11.682, 1.230, -1.436], [5.667, 2.606, -1.061], [-5.842, -2.044, 8.366], [-5.675, -2.440, 7.097], [-4.541, -3.345, 6.689], [-4.475, -3.670, 5.516], [-3.598, -3.776, 7.697], [-3.762, -3.379, 8.967], [-4.910, -2.492, 9.384], [-4.992, -2.195, 10.560], [-2.944, -3.727, 9.949], [-6.481, -2.073, 6.109], [-6.652, -1.396, 8.671], [-2.782, -4.415, 7.386], [-3.297, -3.305, 10.757], [-6.134, -2.501, 5.303], [-4.846, -5.484, -0.765], [-5.052, -6.579, -1.510], [-4.511, -6.704, -2.913], [-4.732, -7.743, -3.508], [-3.768, -5.591, -3.470], [-3.565, -4.495, -2.726], [-4.084, -4.382, -1.315], [-3.829, -3.355, -0.715], [-2.901, -3.432, -3.162], [-5.738, -7.629, -1.084], [-5.226, -5.385, 0.242], [-3.399, -5.684, -4.482], [-2.905, -2.783, -2.429], [-5.729, -8.273, -1.819], [4.671, 0.213, -8.495], [4.606, 1.221, -7.612], [5.314, 1.159, -6.282], [5.212, 2.129, -5.552], [6.059, -0.035, -5.945], [6.121, -1.044, -6.826], [5.436, -0.974, -8.169], [5.562, -1.930, -8.911], [6.779, -2.169, -6.596], [3.924, 2.336, -7.835], [4.170, 0.246, -9.452], [6.547, -0.073, -4.981], [6.661, -2.719, -7.395], [4.038, 2.901, -7.045]],
  "forces_ev_per_angstrom": [[0.4, -0.1, 0.3], [-0.7, 1.2, -0.4], [0.0, -0.3, -0.2], [0.5, -0.7, 0.0], [-0.2, -0.1, 0.8], [0.9, -0.5, -1.0], [-0.6, -0.5, 0.9], [0.2, 0.3, -0.2], [0.0, 0.3, 0.4], [0.0, -0.6, -0.2], [-0.3, 0.1, 0.1], [0.4, -0.1, 0.3], [-0.1, 0.0, 0.0], [0.0, 0.0, -0.1], [0.0, -0.1, 0.0], [-0.1, 0.0, -0.2], [0.0, 0.1, 0.3], [0.3, -0.1, 0.1], [0.0, -0.1, -0.1], [-0.1, 0.1, -0.1], [-0.1, 0.3, -0.1], [-0.2, 0.0, 0.1], [-0.1, 0.2, 0.0], [-0.2, 0.0, 0.0], [0.0, 0.0, 0.0], [0.2, 0.2, -0.2], [-0.1, 0.2, -0.2], [0.0, -0.1, -0.1], [0.0, -0.1, -0.1], [0.1, 0.1, 0.0], [0.2, 0.1, 0.2], [-0.1, 0.1, -0.2], [0.0, 0.0, -0.1], [0.0, 0.0, 0.0], [0.1, -0.2, 0.2], [-0.3, -0.2, -0.2], [0.3, 0.1, 0.1], [0.0, 0.1, -0.1], [-0.1, 0.1, -0.2], [0.3, 0.1, 0.2], [-0.1, -0.1, -0.1], [0.1, -0.1, 0.1], [-1.0, 0.2, -0.7], [0.0, 0.0, 0.0], [0.0, 0.0, 0.0], [0.0, 0.0, 0.0], [0.1, 0.1, 0.0], [0.0, -0.1, 0.1], [0.1, -0.1, 0.2], [-0.2, -0.1, -0.2], [0.1, 0.1, 0.1], [0.0, 0.1, -0.1], [-0.1, 0.1, -0.2], [0.2, 0.1, 0.2], [-0.1, -0.1, -0.1], [0.1, -0.1, 0.1], [-0.1, 0.1, -0.1], [0.0, 0.0, 0.0], [0.0, 0.0, 0.0], [0.0, 0.0, 0.0], [0.0, 0.0, 0.0], [0.1, 0.1, -0.1], [0.1, 0.2, -0.2], [0.1, -0.2, 0.1], [-0.1, 0.1, 0.0], [-0.1, 0.0, 0.0], [-0.1, -0.2, 0.1], [-0.2, 0.2, -0.1], [0.1, -0.2, 0.0], [0.0, 0.1, -0.1], [0.0, -0.3, 0.1], [0.0, 0.1, 0.0], [0.0, 0.0, 0.0], [0.0, 0.0, 0.0], [-0.1, 0.2, 0.1], [0.1, 0.0, -0.1], [0.0, 0.2, -0.1], [0.2, -0.2, 0.1], [-0.1, 0.1, -0.1], [-0.1, -0.1, 0.1], [-0.1, -0.2, 0.1], [-0.2, 0.2, -0.1], [0.1, -0.2, 0.1], [0.0, 0.1, -0.1], [0.8, -0.3, 0.6], [0.0, 0.0, 0.0], [0.0, 0.0, 0.0], [0.0, 0.0, 0.0], [0.0, 0.1, 0.0], [0.0, 0.0, 0.1], [-0.2, 0.1, 0.1], [0.3, -0.2, 0.2], [-0.2, 0.2, -0.2], [0.1, 0.0, -0.1], [0.2, -0.1, -0.1], [-0.2, 0.1, -0.1], [0.2, -0.1, 0.1], [-0.1, 0.1, 0.1], [0.1, -0.1, -0.1], [0.0, 0.0, 0.0], [0.0, 0.0, 0.0], [0.0, 0.0, 0.0], [0.0, 0.0, 0.0], [0.0, 0.1, 0.1], [-0.1, 0.1, 0.2], [0.2, 0.2, -0.2], [-0.1, -0.1, 0.1], [0.0, -0.1, -0.1], [0.1, 0.0, -0.3], [-0.1, -0.1, 0.1], [0.0, 0.1, 0.0], [0.0, 0.0, 0.2], [0.0, 0.0, -0.1], [0.0, 0.0, 0.0], [0.0, 0.0, 0.0], [0.0, 0.1, 0.0], [0.0, 0.0, 0.0], [0.0, -0.1, -0.1], [-0.1, 0.0, -0.2], [0.1, -0.2, 0.1], [-0.1, 0.1, 0.0], [0.0, 0.1, 0.1], [0.1, 0.0, 0.2], [-0.2, 0.2, -0.2], [0.1, -0.1, 0.1], [-0.1, 0.0, -0.2], [0.1, 0.0, 0.2], [0.0, 0.0, 0.0], [0.0, 0.0, 0.0], [0.0, 0.0, 0.0], [0.0, 0.0, 0.0]],
  "smiles": "C[Si](C)(C)OCCNCCOCCl.O=C1C=C(O)C(=O)C=C1O.O=C1C=C(O)C(=O)C=C1O.O=C1C=C(O)C(=O)C=C1O.O=C1C=C(O)C(=O)C=C1O.O=C1C=C(O)C(=O)C=C1O.O=C1C=C(O)C(=O)C=C1O.O=C1C=C(O)C(=O)C=C1O",
  "multiplicity": 1
}

{
  "formula": "C4H10S",
  "method": "the ωB97M-V functional and the def2-TZVPD basis",
  "elements": ["C", "C", "C", "C", "H", "H", "H", "H", "H", "H", "H", "H", "H", "H", "S"],
  "coordinates": [[-1.093, 0.989, 0.534], [-0.329, -0.025, -0.118], [-0.798, -1.351, 0.298], [-0.606, 0.214, -1.580], [-2.193, 0.337, 0.494], [-0.410, 0.983, 1.764], [-0.989, 2.075, 0.082], [-1.975, -1.430, 0.538], [-0.470, -1.542, 1.470], [-0.444, -2.132, -0.360], [-0.705, -0.899, -2.347], [-0.041, 1.112, -1.614], [-1.909, 0.608, -1.312], [1.387, -0.056, 1.678], [1.544, 0.124, 0.300]],
  "forces_ev_per_angstrom": [[-0.7, 1.5, 5.0], [2.1, -1.8, -1.2], [-1.7, -2.1, 4.9], [-4.9, -2.7, 0.1], [2.5, 3.3, 0.8], [-3.1, 0.5, -3.2], [-0.6, -2.3, 1.1], [2.4, 0.2, -1.4], [-0.3, 0.1, -3.0], [0.0, -0.4, 0.2], [1.0, 4.2, 2.2], [0.5, 0.8, -2.4], [3.7, -1.2, -2.1], [0.1, 0.1, -1.4], [-1.0, -0.2, 0.5]],
  "relative_energy_kj_mol": 516.1,
  "multiplicity": 1
}

{
  "formula": "C24H44Br16O4",
  "method": "the ωB97M-V functional and the def2-TZVPD basis",
  "elements": ["Br", "C", "C", "Br", "H", "H", "H", "H", "Br", "C", "C", "Br", "H", "H", "H", "H", "Br", "C", "C", "Br", "H", "H", "H", "H", "Br", "C", "C", "Br", "H", "H", "H", "H", "Br", "C", "C", "Br", "H", "H", "H", "H", "Br", "C", "C", "Br", "H", "H", "H", "H", "Br", "C", "C", "Br", "H", "H", "H", "H", "Br", "C", "C", "Br", "H", "H", "H", "H", "O", "C", "O", "C", "C", "C", "H", "H", "H", "H", "H", "H", "O", "C", "O", "C", "C", "C", "H", "H", "H", "H", "H", "H"],
  "coordinates": [[-3.974, 0.016, -0.800], [-5.340, -0.973, -1.848], [-5.270, -0.562, -3.323], [-6.350, -1.675, -4.549], [-6.326, -0.921, -1.386], [-4.998, -2.008, -1.871], [-4.245, -0.654, -3.683], [-5.573, 0.479, -3.433], [1.778, -4.853, 5.792], [0.406, -4.391, 4.501], [-0.199, -3.048, 5.056], [-1.965, -2.982, 4.226], [-0.293, -5.225, 4.555], [0.674, -4.281, 3.450], [0.369, -2.204, 4.666], [-0.283, -3.151, 6.138], [0.027, 3.253, 2.705], [-1.790, 3.292, 3.480], [-1.710, 4.047, 4.805], [-1.083, 5.903, 4.650], [-2.260, 2.312, 3.392], [-2.307, 3.885, 2.726], [-1.122, 3.494, 5.537], [-2.731, 4.146, 5.174], [4.173, 4.094, 2.550], [3.440, 3.066, 4.169], [3.235, 1.585, 3.849], [2.093, 0.683, 5.193], [2.488, 3.560, 4.368], [4.161, 3.266, 4.961], [4.200, 1.091, 3.732], [2.712, 1.577, 2.892], [5.991, -0.858, -3.182], [4.438, 0.390, -3.448], [3.190, -0.417, -3.911], [3.532, -1.201, -5.752], [4.731, 1.200, -4.115], [4.175, 0.796, -2.471], [2.337, 0.261, -3.915], [2.843, -1.272, -3.330], [4.022, -3.685, -1.687], [3.397, -2.585, -0.206], [2.592, -3.403, 0.739], [2.160, -2.280, 2.349], [2.749, -1.817, -0.628], [4.251, -2.110, 0.276], [3.035, -4.313, 1.144], [1.635, -3.774, 0.370], [-2.790, -5.683, -2.367], [-1.953, -5.361, -0.602], [-2.975, -5.215, 0.560], [-4.037, -3.558, 0.458], [-1.355, -4.452, -0.652], [-1.200, -6.116, -0.376], [-2.438, -5.260, 1.508], [-3.695, -6.029, 0.486], [2.329, 2.586, -1.558], [2.910, 4.336, -0.902], [3.280, 5.191, -2.101], [3.861, 6.995, -1.666], [3.791, 4.284, -0.262], [2.136, 4.769, -0.268], [2.469, 5.272, -2.825], [4.067, 4.675, -2.651], [-2.371, 1.034, -6.445], [-2.322, 1.373, -5.290], [-3.407, 2.020, -4.714], [-3.086, 2.500, -3.443], [-1.584, 2.341, -3.306], [-1.221, 1.207, -4.230], [-3.610, 1.881, -2.714], [-3.428, 3.525, -3.297], [-1.290, 2.147, -2.274], [-1.050, 3.267, -3.519], [-1.425, 0.247, -3.755], [-0.250, 1.335, -4.710], [0.722, -1.038, -1.735], [0.126, -0.909, -0.653], [-0.799, -1.876, -0.264], [-1.314, -1.576, 1.041], [-0.936, -0.122, 1.260], [0.196, 0.231, 0.373], [-0.864, -2.263, 1.758], [-2.394, -1.583, 1.184], [-0.753, 0.253, 2.267], [-1.764, 0.542, 1.010], [1.148, 0.071, 0.878], [0.260, 1.206, -0.111]],
  "forces_ev_per_angstrom": [[-0.8, -0.3, -0.3], [0.5, -1.1, -1.1], [0.1, 0.8, 0.3], [0.3, 0.4, 0.8], [0.3, 0.4, 0.0], [0.0, 0.0, 0.7], [-0.2, -0.1, 0.0], [-0.2, -0.2, -0.3], [0.6, -0.1, -0.5], [-1.0, 0.8, 0.9], [0.2, -2.0, -1.2], [-0.2, 0.4, 0.2], [-0.1, 0.3, 0.2], [0.7, 0.0, 0.4], [-0.1, 0.0, 0.5], [-0.2, 0.5, -0.3], [-0.2, -0.5, -0.1], [0.6, 1.5, -1.0], [-0.9, -0.6, -0.1], [-0.1, -0.7, 0.0], [0.4, -0.1, 0.9], [-0.1, 0.2, 0.2], [0.1, 0.4, -0.1], [0.1, 0.0, 0.1], [-0.5, -0.9, 1.1], [0.0, 0.3, -0.2], [0.1, 1.0, -0.6], [0.6, 0.4, -0.6], [0.2, 0.0, 0.0], [-0.1, -0.1, -0.1], [-0.3, -0.3, 0.3], [-0.2, -0.5, 0.2], [-0.7, 1.0, -0.1], [-0.7, -1.7, 0.4], [0.8, 0.3, -0.9], [-0.5, 0.7, 1.1], [0.0, -0.4, -0.1], [0.4, -0.1, 0.0], [0.0, 0.1, -0.6], [0.7, 0.1, 0.2], [-0.2, 0.0, 0.3], [-0.1, 0.4, -0.3], [-0.7, -0.9, 1.1], [0.3, -0.2, -0.6], [0.2, 0.0, -0.2], [0.0, -0.2, -0.1], [0.6, 0.4, 0.0], [-0.1, 0.6, -0.3], [0.5, 0.1, 1.0], [-0.2, 0.9, 0.6], [0.3, -0.6, -1.3], [0.3, -0.7, 0.1], [-0.3, 0.2, -0.5], [-0.5, -0.5, -0.2], [-0.2, 0.3, 0.0], [0.0, 0.2, 0.3], [0.1, 0.5, 0.4], [0.4, 1.0, 0.2], [-0.3, -0.7, -0.8], [-0.1, -0.4, 0.1], [-0.1, -0.7, -0.1], [-0.3, -0.2, -0.3], [-0.1, 0.2, 0.3], [0.3, 0.3, 0.2], [0.3, 0.2, 1.3], [-0.7, -0.1, -1.0], [0.4, -0.4, -1.4], [0.0, -0.1, 1.1], [0.7, 0.5, 1.3], [-1.0, 0.8, -1.0], [0.0, 0.1, 0.1], [0.0, 0.0, -0.3], [-0.2, -0.2, 0.2], [-0.1, 0.0, -0.5], [0.6, -0.2, -0.1], [-0.1, -0.6, 0.2], [-1.3, 0.4, 2.9], [0.3, -0.7, -2.7], [0.7, 0.9, -0.4], [0.5, 1.0, 0.9], [-0.8, 2.1, 1.2], [1.2, -1.6, -1.1], [0.1, 0.1, -0.1], [0.1, -0.8, -0.8], [0.2, -0.8, 0.4], [-0.4, -0.3, -0.4], [0.2, 0.1, 0.1], [-0.4, -0.1, 0.1]],
  "smiles": "O=C1CCCO1.O=C1CCCO1.BrCCBr.BrCCBr.BrCCBr.BrCCBr.BrCCBr.BrCCBr.BrCCBr.BrCCBr",
  "relative_energy_kj_mol": 42.9,
  "multiplicity": 1
}

| no. | Kohn-Sham gap (eV) | HOMO level (eV) | E_LUMO (eV) |
| --- | --- | --- | --- |
| 1 | 8.05 | -13.69 | -5.64 |
| 2 | 7.32 | -9.01 | -1.69 |
| 3 | 9.78 | -9.14 | 0.64 |
| 4 | 9.51 | -9.75 | -0.24 |